## one
{
  "formula": "C3H2N2",
  "method": "ωB97M-V/def2-TZVPD",
  "total_charge": 0,
  "gap_ha": [0.277, 0.277],
  "elements": ["C", "C", "C", "N", "N", "H", "H"],
  "xyz": [[0.678, 0.749, 0.178], [-1.349, 0.974, -0.087], [-0.691, -0.968, -0.139], [-1.766, -0.181, 0.117], [0.538, -0.562, 0.195], [1.437, 1.332, -0.257], [1.153, -1.344, -0.007]]
}

## two
{
  "formula": "C3H2N2",
  "method": "ωB97M-V/def2-TZVPD",
  "total_charge": 0,
  "smiles": "N#CCC#N",
  "gap_ha": 0.464,
  "elements": ["N", "C", "C", "C", "N", "H", "H"],
  "xyz": [[-0.794, -2.113, -0.502], [-0.038, -1.307, -0.185], [0.736, -0.140, 0.358], [0.111, 1.241, 0.112], [-0.300, 2.343, 0.075], [1.099, -0.281, 1.443], [1.698, -0.096, -0.162]]
}

The structure with the least stability is one.

## one
{
  "formula": "C3H16O5",
  "method": "ωB97M-V/def2-TZVPD",
  "total_charge": 0,
  "smiles": "C=CC.O.O.O.O.O",
  "gap_ha": 0.358,
  "elements": ["C", "C", "C", "H", "H", "H", "H", "H", "H", "O", "H", "H", "O", "H", "H", "O", "H", "H", "O", "H", "H", "O", "H", "H"],
  "xyz": [[0.643, 0.132, -0.894], [-0.205, 0.562, 0.040], [-0.831, 1.903, -0.132], [1.149, -0.821, -0.898], [0.814, 0.753, -1.767], [-0.447, -0.031, 0.910], [-0.407, 2.541, -0.906], [-1.913, 1.932, -0.247], [-0.643, 2.530, 0.755], [-0.912, -2.448, 2.184], [-0.085, -2.265, 2.649], [-1.536, -1.866, 2.634], [-2.484, 1.590, -2.670], [-2.077, 1.522, -3.539], [-2.208, 0.782, -2.223], [1.746, -0.485, 2.352], [2.234, 0.045, 2.985], [2.108, -0.319, 1.464], [-1.319, -2.986, -1.265], [-1.267, -2.852, -0.309], [-2.193, -2.649, -1.492], [3.120, 0.464, 0.087], [4.044, 0.689, -0.063], [2.671, 1.276, 0.346]]
}

## two
{
  "formula": "C3H16O5",
  "method": "ωB97M-V/def2-TZVPD",
  "total_charge": 0,
  "smiles": "C=CC.O.O.O.O.O",
  "gap_ha": 0.345,
  "elements": ["C", "C", "C", "H", "H", "H", "H", "H", "H", "O", "H", "H", "O", "H", "H", "O", "H", "H", "O", "H", "H", "O", "H", "H"],
  "xyz": [[0.621, 0.908, -1.005], [1.321, -0.047, -1.534], [0.946, -0.816, -2.752], [0.917, 1.731, -0.318], [-0.321, 0.941, -1.567], [2.324, -0.087, -1.280], [1.319, -1.786, -2.869], [-0.069, -0.871, -3.184], [1.335, -0.196, -3.581], [2.065, -0.387, 2.608], [1.851, -1.344, 2.338], [2.709, -0.032, 1.993], [-1.863, 1.855, -1.402], [-2.657, 2.330, -0.973], [-2.296, 1.234, -2.017], [0.612, -1.521, 0.800], [0.235, -2.049, 0.085], [-0.119, -1.051, 1.311], [-0.578, 0.690, 2.158], [-0.835, 0.872, 3.064], [0.398, 0.613, 2.173], [-2.426, -0.680, 0.266], [-1.996, 0.164, -0.069], [-2.611, -0.407, 1.209]]
}

The structure with the least stability is two.

## one
{
  "formula": "C9H14O",
  "method": "ωB97M-V/def2-TZVPD",
  "total_charge": 0,
  "smiles": "Cc1ccc(O)cc1.CC",
  "gap_ha": 0.349,
  "elements": ["C", "C", "C", "C", "C", "O", "C", "C", "H", "H", "H", "H", "H", "H", "H", "H", "C", "C", "H", "H", "H", "H", "H", "H"],
  "xyz": [[-2.110, 0.574, 0.492], [-1.098, 0.224, -0.571], [-0.968, -1.148, -0.906], [-0.151, -1.532, -1.993], [0.803, -0.622, -2.420], [1.617, -0.952, -3.544], [0.773, 0.698, -2.034], [-0.198, 1.117, -1.119], [-1.537, 1.113, 1.240], [-2.338, -0.296, 1.163], [-2.970, 1.148, 0.160], [-1.552, -1.988, -0.598], [-0.130, -2.578, -2.249], [2.374, -0.350, -3.426], [1.421, 1.444, -2.464], [-0.382, 2.200, -1.035], [1.302, 0.546, 2.028], [0.285, -0.226, 2.812], [2.314, 0.374, 2.389], [1.517, -0.021, 1.015], [1.041, 1.608, 1.902], [-0.690, -0.161, 2.348], [0.203, 0.116, 3.871], [0.472, -1.291, 2.939]]
}

## two
{
  "formula": "C9H14O",
  "method": "ωB97M-V/def2-TZVPD",
  "total_charge": 0,
  "smiles": "Cc1ccc(O)cc1.CC",
  "gap_ha": 0.340,
  "elements": ["C", "C", "C", "C", "C", "O", "C", "C", "H", "H", "H", "H", "H", "H", "H", "H", "C", "C", "H", "H", "H", "H", "H", "H"],
  "xyz": [[0.447, -1.914, 0.586], [-0.014, -0.554, 1.046], [0.669, 0.646, 0.658], [0.124, 1.833, 1.080], [-1.002, 1.926, 1.953], [-1.516, 3.165, 2.175], [-1.557, 0.776, 2.402], [-1.078, -0.450, 1.918], [-0.349, -2.339, -0.036], [0.511, -2.514, 1.499], [1.352, -1.890, -0.008], [1.586, 0.669, 0.101], [0.624, 2.757, 0.808], [-0.878, 3.886, 2.154], [-2.492, 0.747, 2.945], [-1.427, -1.416, 2.270], [1.267, -0.343, -2.587], [-0.028, -1.116, -2.799], [1.523, -0.076, -1.545], [2.200, -0.777, -2.966], [1.223, 0.650, -3.014], [-0.590, -1.319, -1.892], [0.091, -1.963, -3.470], [-0.687, -0.385, -3.277]]
}

## three
{
  "formula": "C9H14O",
  "method": "ωB97M-V/def2-TZVPD",
  "total_charge": 0,
  "smiles": "Cc1ccc(O)cc1.CC",
  "gap_ha": 0.340,
  "elements": ["C", "C", "C", "C", "C", "O", "C", "C", "H", "H", "H", "H", "H", "H", "H", "H", "C", "C", "H", "H", "H", "H", "H", "H"],
  "xyz": [[-1.468, -0.553, 2.221], [-1.653, -0.291, 0.744], [-0.716, 0.418, -0.039], [-0.924, 0.497, -1.394], [-1.947, -0.247, -2.041], [-2.063, -0.261, -3.412], [-2.930, -0.869, -1.348], [-2.735, -0.903, 0.144], [-2.257, -1.194, 2.602], [-1.569, 0.491, 2.639], [-0.436, -0.872, 2.374], [0.139, 0.935, 0.379], [-0.281, 0.902, -2.166], [-1.327, 0.094, -3.919], [-3.794, -1.429, -1.634], [-3.458, -1.460, 0.714], [3.695, 0.348, 1.221], [3.161, 0.742, -0.168], [4.119, 1.250, 1.589], [3.020, -0.113, 1.938], [4.463, -0.446, 1.094], [3.054, 0.111, -1.025], [2.180, 1.199, 0.095], [3.729, 1.653, -0.609]]
}

## four
{
  "formula": "C9H14O",
  "method": "ωB97M-V/def2-TZVPD",
  "total_charge": 0,
  "smiles": "Cc1ccc(O)cc1.CC",
  "gap_ha": 0.342,
  "elements": ["C", "C", "C", "C", "C", "O", "C", "C", "H", "H", "H", "H", "H", "H", "H", "H", "C", "C", "H", "H", "H", "H", "H", "H"],
  "xyz": [[1.760, 0.574, 2.279], [0.553, -0.103, 1.731], [0.632, -1.013, 0.698], [-0.560, -1.528, 0.142], [-1.768, -1.226, 0.673], [-2.915, -1.592, 0.014], [-1.877, -0.247, 1.668], [-0.725, 0.355, 2.140], [1.823, 0.702, 3.365], [2.118, 1.402, 1.664], [2.541, -0.213, 2.242], [1.601, -1.270, 0.288], [-0.475, -1.998, -0.829], [-3.717, -1.170, 0.318], [-2.842, 0.142, 1.969], [-0.793, 1.181, 2.836], [0.266, 0.669, -3.379], [0.825, 0.891, -1.980], [0.873, -0.129, -3.816], [-0.776, 0.351, -3.323], [0.376, 1.574, -3.982], [0.268, 1.398, -1.187], [1.825, 1.341, -1.994], [0.989, -0.091, -1.535]]
}

The structure with the least stability is three.